Record 1
56
Properties=species:S:1:pos:R:3:forces:R:3 method="wB97M-V/def2-TZVPD" homo_lumo_gap_ev=2.03 charge=0
P -0.0851 -0.7309 2.9614 -3.1 1.5 -2.1
F -0.1737 -1.3322 -8.0445 -0.5 -0.2 0.7
F 3.4135 3.1726 -2.5695 -0.9 0.2 0.1
O -1.1490 0.3858 2.8010 1.9 -1.7 0.4
N -1.6320 -1.3218 -0.2991 3.2 -1.0 3.7
C -2.9822 -1.9942 -5.0904 0.0 0.4 0.4
C -2.0827 -2.5016 -7.2498 0.3 0.0 -0.4
C 1.5399 0.0058 3.1310 -0.5 -0.7 0.0
C 0.1852 -3.2317 6.1206 0.3 -0.2 0.0
C 0.4690 -2.5652 4.9444 0.2 -0.4 0.4
C -1.0130 -0.8701 -5.8787 0.4 0.3 -0.2
C 2.1065 3.4600 -2.3464 -0.2 -0.1 0.2
C 1.7184 0.9296 4.1302 0.3 0.5 0.4
C -1.0754 0.7588 -3.4179 0.1 0.1 0.0
C -0.4120 -1.6203 4.4778 0.6 0.4 -0.5
C 1.1440 2.4911 -2.5187 0.3 -0.4 -0.2
C -0.0985 -1.8999 1.6131 3.2 0.0 5.0
C -0.8811 -1.5976 0.6458 -6.5 2.1 -8.5
C -2.0375 -0.1800 -3.7265 0.2 0.3 0.2
C 1.7283 4.7200 -1.9106 0.6 0.1 0.0
C -0.5528 4.0199 -1.7621 -0.4 -0.5 -0.1
C 0.4034 4.9971 -1.6225 0.0 0.1 -0.1
C -0.2067 2.7416 -2.2327 0.4 0.6 0.1
C 3.8168 0.2315 2.4751 0.2 0.0 -0.1
C -3.0232 -2.7155 -6.2611 0.0 -0.1 0.1
C 2.9592 1.5131 4.3044 -0.2 0.1 0.2
C 2.5763 -0.3509 2.3022 0.5 0.0 -0.3
C -0.9731 -2.9424 6.8143 -0.1 0.0 0.2
C 4.0063 1.1651 3.4743 0.3 0.1 0.0
C -1.5527 -1.3070 5.1701 -0.6 0.2 0.3
C -1.9872 -1.0253 -4.8780 0.0 -0.6 -0.6
C -1.8359 -1.9709 6.3477 -0.1 0.0 0.0
C -1.0682 -1.5787 -7.0567 -0.2 0.2 0.2
C -1.2149 1.7498 -2.4669 0.1 -0.3 -0.3
H -2.9111 -0.2443 -3.1016 -0.2 -0.1 0.3
H 3.1090 2.2258 5.0974 0.1 0.2 0.1
H -3.7223 -2.1583 -4.3254 -0.2 0.0 0.1
H -2.1445 1.8342 -1.9294 -0.2 0.0 0.2
H 0.8835 1.1918 4.7615 -0.1 0.1 0.1
H 0.1205 5.9855 -1.2943 0.0 0.0 0.0
H 4.9752 1.6169 3.6175 0.2 0.1 0.0
H -2.2069 -0.5435 4.7783 0.0 0.1 -0.1
H 0.8709 -3.9685 6.5044 0.1 -0.2 0.1
H -1.2010 -3.4650 7.7291 0.0 -0.1 0.2
H 1.3717 -2.7771 4.3948 0.2 -0.1 -0.1
H 0.4538 -2.8149 1.6875 0.1 -0.4 -0.1
H -0.1814 0.7739 -4.0134 0.2 0.0 -0.1
H -2.7231 -1.7212 6.9022 -0.2 0.0 0.1
H -3.8003 -3.4466 -6.4119 -0.1 -0.1 0.0
H -2.1256 -3.0353 -8.1822 0.0 -0.2 -0.2
H 2.4197 -1.0753 1.5203 -0.1 -0.2 -0.1
H 4.6413 -0.0509 1.8417 0.2 0.0 -0.2
H -0.2167 -0.1615 -5.7624 0.2 0.3 0.0
H 2.4886 5.4712 -1.7918 0.2 0.2 0.1
H -1.5885 4.2428 -1.5686 -0.2 0.0 0.2
H 1.4574 1.5149 -2.8349 0.1 -0.3 -0.1



Record 2
79
Properties=species:S:1:pos:R:3:forces:R:3 method="wB97M-V/def2-TZVPD" multiplicity=2 homo_lumo_gap_ev="6.96 / 6.12" charge=0
As 0.4507 -2.6098 -1.8298 0.2 -1.1 -1.2
V 0.4500 -0.7359 -0.2030 -0.6 1.1 0.4
P -0.6137 -1.3457 2.0684 -0.5 0.3 1.0
O -1.0971 -2.0531 3.2598 0.0 0.1 0.0
O -1.4647 -0.0370 1.6134 0.1 -0.5 0.3
O 0.8044 -0.5441 2.2490 -0.3 -0.5 -0.4
O -0.4379 -2.1472 0.7856 -0.4 -0.9 0.6
N 0.3678 0.9573 -1.2820 -0.3 0.7 -0.8
N 2.3395 -0.5008 -0.6642 1.6 -0.5 -0.1
C 3.9405 0.4037 -2.0251 0.0 -0.1 -0.1
C -3.1814 1.5873 1.5504 0.2 -0.2 0.0
C -0.3975 3.2555 -0.9348 0.0 -0.2 0.1
C -3.7598 -0.8443 1.7964 0.3 0.0 0.0
C 3.0309 -0.1047 2.9465 -0.2 0.0 -0.1
C -1.3824 4.2236 -1.0926 0.0 0.0 0.0
C 3.5097 -1.1094 -0.4238 -0.1 0.1 0.0
C 1.3073 -0.7127 4.6312 -0.2 0.0 -0.2
C -2.8933 2.6080 -1.9795 0.0 0.0 0.0
C 2.5814 0.4313 -1.6600 -0.1 0.2 0.0
C -1.9427 1.6064 -1.8275 0.2 -0.1 0.0
C 4.5248 -0.5768 -1.2359 0.1 0.1 -0.2
C -0.4201 -4.2610 -1.2557 0.0 0.1 0.1
C 1.4702 1.2222 -1.9618 0.2 -0.1 0.2
C -0.1853 -2.6416 -3.6931 0.1 0.3 0.2
C -0.6644 1.9356 -1.3537 -0.2 0.5 -0.1
C -2.7805 0.2617 2.1834 -0.5 0.4 0.0
C 1.8125 -0.9807 3.2156 0.6 0.0 0.4
C -2.7189 0.4328 3.7009 0.2 -0.1 -0.1
C 2.2255 -3.3398 -2.1993 0.0 0.1 0.1
C 2.1472 -2.4599 3.0216 -0.3 0.2 -0.2
C -2.6145 3.9199 -1.6428 0.0 0.0 0.0
C -2.3255 0.2028 -2.2262 0.1 0.2 -0.2
C -2.3878 0.0638 -3.7498 0.0 -0.1 0.1
C 0.8829 3.6591 -0.2312 0.0 0.1 -0.1
C 1.7196 4.6757 -1.0139 0.0 -0.1 0.1
H -2.4567 -0.5043 4.1820 0.0 0.0 0.1
H 0.1408 -3.5640 -4.1701 0.0 0.0 0.1
H -3.4129 -1.8012 2.1870 -0.1 0.0 0.0
H 1.1191 5.5448 -1.2828 0.0 0.0 0.0
H 2.3867 -2.6561 1.9740 0.0 0.0 0.0
H -2.4651 2.3629 1.8264 0.0 0.0 0.0
H 2.0947 -0.9451 5.3488 0.0 0.0 0.0
H -4.7469 -0.6348 2.2089 0.0 0.0 0.0
H 1.4899 2.7846 -0.0038 0.0 0.0 0.1
H -3.3116 -0.0209 -1.8135 0.0 0.0 0.1
H 3.5984 -1.9045 0.3008 0.0 0.0 0.0
H 0.5974 4.1090 0.7235 0.0 0.0 0.0
H 2.6846 -3.6671 -1.2689 0.0 0.0 0.0
H -3.0302 0.8420 -4.1621 0.0 0.0 -0.1
H 2.5653 5.0164 -0.4157 0.0 0.0 0.0
H -1.6223 -0.5237 -1.8080 -0.1 -0.1 0.0
H -1.2712 -2.5944 -3.7085 0.0 0.0 0.0
H 2.7842 0.9401 3.1416 0.0 0.0 0.0
H -3.6938 0.7611 4.0621 0.0 0.0 0.0
H -2.8007 -0.9037 -4.0371 0.0 0.0 -0.1
H 0.4319 -1.3207 4.8469 0.0 0.0 0.1
H 2.1475 -4.1853 -2.8816 -0.1 0.0 0.0
H -0.0218 -4.5509 -0.2856 0.0 0.0 0.0
H -0.2494 -5.0514 -1.9852 0.0 0.0 0.0
H -3.8358 -0.9183 0.7098 0.0 0.0 0.0
H -1.4894 -4.0900 -1.1387 0.0 0.0 0.0
H -3.1895 1.5027 0.4659 -0.1 0.0 0.0
H 3.3520 -0.1933 1.9114 0.1 0.0 0.0
H -1.9746 1.1875 3.9633 0.0 0.0 0.0
H 1.5071 2.0273 -2.6895 0.0 0.1 0.1
H 2.8487 -2.5622 -2.6396 0.0 0.0 0.0
H 3.8505 -0.3999 3.6013 0.0 0.0 0.0
H -3.8714 2.3456 -2.3681 0.0 0.0 0.0
H 1.2943 -3.0779 3.3006 0.0 -0.1 0.0
H 1.0400 0.3409 4.7319 0.0 0.0 0.0
H -1.1813 5.2346 -0.7564 0.0 0.0 0.0
H -4.1723 1.8795 1.8978 0.0 0.0 0.0
H 2.1136 4.2416 -1.9339 0.0 0.0 0.0
H 3.0033 -2.7355 3.6362 0.0 0.0 0.0
H -3.3519 4.6974 -1.7941 0.0 0.0 0.1
H 4.4198 1.0442 -2.7487 0.0 0.0 0.0
H 5.5600 -0.8794 -1.2356 0.0 0.0 0.0
H 0.2189 -1.7896 -4.2378 0.0 0.0 0.0
H -1.3971 0.1697 -4.1912 0.0 0.0 0.0



Record 3
75
Properties=species:S:1:pos:R:3:forces:R:3 method="wB97M-V/def2-TZVPD" homo_lumo_gap_ev=4.84 charge=-2
Ca 9.8828 14.0877 11.2663 0.5 0.5 -0.1
Cl 11.7329 19.1584 19.5488 0.5 0.6 0.9
Cl 9.5396 15.0954 17.0580 -0.3 0.2 -0.7
Cl 8.8423 20.3342 15.1923 -0.2 0.4 -0.6
O 13.5766 11.9986 11.2294 1.4 -1.8 1.5
O 10.9654 11.9411 11.4058 1.3 -1.6 1.8
O 9.1285 12.3676 13.1875 0.4 -3.5 1.0
O 14.8513 10.3518 12.1183 -2.9 1.9 -0.7
O 12.6850 6.3307 12.8637 -0.2 -0.2 0.2
O 10.5595 6.2478 13.4257 2.5 1.1 -0.4
O 7.8341 14.5311 10.7707 -0.5 -0.5 0.2
O 8.5269 10.6398 14.4603 1.8 1.3 -2.4
O 9.1478 17.4315 14.7012 -0.3 -0.6 1.4
O 5.6201 14.6372 11.0250 1.2 -0.2 1.1
O 8.3984 15.3424 13.0180 0.6 0.2 1.5
O 10.9746 13.7910 9.0830 0.3 0.0 -0.8
N 11.6328 6.8672 13.1334 -3.0 -0.9 0.6
N 13.9768 16.4060 12.6854 0.4 0.8 -0.5
N 10.4422 18.6021 10.6323 -0.6 1.9 0.5
N 12.8331 14.7290 4.6728 -1.6 -0.6 2.3
N 9.5211 16.3054 6.9053 2.8 -2.1 0.2
N 9.2753 11.1501 13.5594 -2.7 1.8 2.0
N 13.7224 10.9072 11.8376 2.9 1.0 -1.9
N 12.0540 17.4251 11.6679 0.7 -2.0 0.7
N 11.9262 15.1990 12.3507 1.6 1.0 0.2
N 10.4862 16.2784 10.2426 1.3 1.2 1.3
N 13.1724 13.7969 8.5314 -1.0 -0.6 0.6
C 10.3690 17.3210 18.1741 0.6 0.3 0.5
C 10.3317 10.3428 13.0727 0.6 0.1 -0.3
C 10.4579 15.5665 6.9288 -3.9 2.8 -0.2
C 9.4125 17.7585 15.8973 0.9 -0.8 -0.3
C 9.7621 16.8297 17.0577 -0.7 1.6 -1.8
C 12.5462 10.2341 12.1346 -0.3 -0.3 0.5
C 12.6477 8.9004 12.4453 -0.8 1.2 0.6
C 11.5303 8.3228 13.0354 2.3 -1.9 -1.0
C 14.6512 17.7130 12.6843 -1.3 0.1 -0.1
C 6.7876 14.6961 11.4872 -1.8 0.8 -1.9
C 6.3675 14.1234 13.9160 0.3 1.4 -0.3
C 11.2945 10.9835 12.1625 -1.8 0.5 -1.5
C 6.2686 16.5086 13.1701 0.8 0.6 1.0
C 12.6792 16.2653 12.2488 -2.0 0.2 -0.4
C 6.9823 15.1921 12.9338 0.0 -1.4 -0.3
C 10.4406 9.0082 13.4445 -1.5 0.7 0.6
C 11.5650 14.7371 6.9085 -0.2 -1.3 2.0
C 11.8346 14.0368 8.2262 1.0 0.7 -0.6
C 12.2155 14.6400 5.6846 2.7 0.6 -2.3
C 14.8140 15.2673 13.0172 -0.4 -1.4 0.0
C 9.5663 19.1738 16.2187 -0.4 -2.1 0.4
C 10.9130 17.3402 10.8459 0.2 -1.1 -0.6
C 10.6853 18.6831 18.2866 -0.8 -1.0 -0.7
C 10.2024 19.5834 17.3391 0.2 1.2 1.5
H 12.4786 18.3353 11.7806 -0.3 -0.4 -0.3
H 15.1242 17.9438 11.7110 0.0 -0.1 0.5
H 13.5702 8.3711 12.3006 0.1 -0.1 -0.1
H 5.1984 16.3665 13.3030 0.0 -0.1 0.3
H 13.8804 18.4774 12.9166 0.7 -0.2 -0.2
H 6.8859 13.1849 13.9359 0.5 -0.3 -0.1
H 13.9199 14.0378 7.9061 -0.1 0.0 -0.1
H 9.8099 16.5032 9.5300 -0.6 0.1 -0.1
H 10.1826 20.6624 17.5541 0.5 -0.5 -0.1
H 10.6370 16.5829 18.9470 0.1 0.7 -0.3
H 9.6220 18.6191 10.0626 -0.4 -0.1 -0.4
H 14.6026 14.9342 14.0564 0.5 0.3 -0.3
H 8.6658 15.8399 13.8427 -0.3 -0.2 -0.8
H 15.8995 15.4872 12.8661 -1.0 0.0 0.2
H 6.3666 17.2109 12.3489 0.3 0.0 -0.2
H 9.7159 8.4416 14.0467 0.1 0.7 -0.4
H 6.3297 14.5578 14.9250 0.1 -0.2 -0.1
H 15.3497 17.7696 13.5163 0.2 -0.2 -0.2
H 14.5701 14.3638 12.3890 0.2 1.0 0.3
H 6.7896 16.9463 14.0784 -1.0 -0.2 -0.9
H 12.4682 14.5204 12.8667 0.0 -0.5 0.1
H 13.3577 13.2647 9.3974 -0.1 0.5 -1.0
H 10.2603 19.1923 11.4624 0.4 -0.8 -0.5
H 5.3559 13.9579 13.5632 -0.2 0.0 0.0



Computed energy relative to the best compared isomer or geometry (same formula, charge and spin) (kcal per mole) in order:
19.0 24.7 2.2